Molecular formula: C6H13N
Method: DFT, the ωB97M-V functional and the def2-TZVPD basis

Structure (ORCA input):
```
! wB97M-V def2-TZVPD RIJCOSX def2/J DEFGRID3
* xyz 0 1
C -3.1567 -0.1114 -0.4241
C -1.8390 -0.3837 -0.4049
C -0.7710 0.6821 -0.4139
C -0.0176 0.6863 0.8921
C 0.8955 -0.5363 1.0850
C 1.8470 -0.7822 -0.1036
N 2.4238 0.4488 -0.6632
H -3.5603 0.7587 -0.9297
H -3.8080 -0.9017 -0.0674
H -1.6272 -1.4377 -0.2715
H -1.2935 1.6097 -0.6589
H -0.0481 0.5330 -1.2265
H 0.6144 1.5732 1.0187
H -0.7817 0.7997 1.6781
H 0.2925 -1.4347 1.2081
H 1.5155 -0.3429 1.9659
H 1.3785 -1.3126 -0.9421
H 2.5884 -1.5139 0.2406
H 3.1883 0.2469 -1.2899
H 2.7293 0.9968 0.1288
*
```

## Properties
E_tot = -7921.7455 eV
Kohn-Sham gap = 0.3753 Ha
energy above the lowest of the compared OMol25 structures with the same formula, charge and spin = 25.08 kcal per mole
LUMO = 1.11 eV
structure (SMILES) = C=CCCCCN
HOMO level = -9.10 eV